--- w ---
ORCA calculation (the ωB97M-V functional and the def2-TZVPD basis) on C7H15N in the gas phase.

CARTESIAN COORDINATES (ANGSTROEM)
C 2.00 -0.82 -0.41
C 1.92 1.50 0.36
C -0.77 -1.54 1.39
C -0.55 1.34 -1.27
C -2.58 -0.51 -0.01
N 1.17 0.26 0.14
C -1.11 -0.52 0.33
C -0.19 0.31 -0.21
H 1.46 -1.77 -0.44
H 2.31 -0.57 -1.44
H 2.81 1.30 0.96
H 1.31 2.23 0.90
H 2.24 1.94 -0.59
H 2.90 -0.97 0.19
H 0.26 -1.49 1.74
H -1.41 -1.40 2.27
H -0.94 -2.55 1.01
H -1.39 1.02 -1.90
H -0.80 2.29 -0.80
H -2.89 0.36 -0.59
H -2.84 -1.41 -0.58
H -3.18 -0.50 0.91
H 0.29 1.50 -1.96

As for the spin multiplicity: 1. The calculation puts the HOMO energy at -7.59 eV. Its SMILES is CC(C)=C(C)N(C)C.

Atom charges from the natural (NBO) analysis, given in e for atoms 1 to 4: atom 1 (C): -0.399, atom 2 (C): -0.404, atom 3 (C): -0.641, atom 4 (C): -0.667

---

--- x ---
ORCA calculation (the ωB97M-V functional and the def2-TZVPD basis) on C7H15N in the gas phase.

CARTESIAN COORDINATES (ANGSTROEM)
C 1.94 -1.15 0.92
C -1.07 1.34 -0.98
C 1.66 1.55 0.28
C -0.87 -1.44 -0.46
C -2.56 1.11 -1.07
C 0.95 0.25 0.18
C -0.17 -0.16 -0.27
N 1.41 -2.02 1.92
H 1.02 -1.51 2.71
H 0.74 -2.69 1.57
H 2.28 -1.71 0.05
H 2.77 -0.61 1.37
H -0.85 2.20 -0.35
H -0.62 1.50 -1.96
H 1.16 2.21 0.99
H 2.69 1.40 0.61
H 1.70 2.04 -0.69
H -0.25 -2.19 -0.95
H -1.77 -1.41 -1.07
H -1.26 -1.85 0.48
H -3.09 1.99 -1.47
H -2.80 0.28 -1.73
H -2.98 0.88 -0.09

As for the spin multiplicity: 1. The calculation puts the HOMO energy at -7.88 eV. Its SMILES is CC/C(C)=C(\C)CN.

Atom charges from the natural (NBO) analysis, given in e for atoms 1 to 4: atom 1 (C): -0.219, atom 2 (C): -0.405, atom 3 (C): -0.663, atom 4 (C): -0.673

---

--- y ---
ORCA calculation (the ωB97M-V functional and the def2-TZVPD basis) on a 2-piece molecular cluster, C7H15N overall.

CARTESIAN COORDINATES (ANGSTROEM)
C -1.48 0.83 -1.38
C -0.73 1.88 -1.67
C -1.13 3.30 -1.35
C -1.18 -0.58 -1.79
H -2.42 0.98 -0.85
H 0.18 1.77 -2.26
H -0.43 3.76 -0.64
H -1.24 3.87 -2.27
H -2.09 3.32 -0.83
H -0.11 -0.69 -2.00
H -1.71 -0.89 -2.69
H -1.39 -1.27 -0.98
C 2.71 -2.04 1.50
C 1.49 -1.14 1.37
C -0.65 -1.31 2.25
N 0.27 -1.89 1.61
H 3.62 -1.49 1.29
H 2.75 -2.48 2.49
H 2.63 -2.84 0.76
H 1.45 -0.73 0.36
H 1.59 -0.26 2.03
H -0.57 -0.27 2.60
H -1.57 -1.84 2.45

As for the spin multiplicity: 1. The calculation puts the HOMO energy at -9.23 eV. Its SMILES is C/C=C/C.C=NCC.

Atom charges from the natural (NBO) analysis, given in e for atoms 1 to 4: atom 1 (C): -0.184, atom 2 (C): -0.185, atom 3 (C): -0.638, atom 4 (C): -0.647

---

Which structure is most stable? w, by 12.8 kcal/mol over the runner-up.

---

--- w ---
ORCA calculation (the ωB97M-V functional and the def2-TZVPD basis) on C8H14N2 in the gas phase.

CARTESIAN COORDINATES (ANGSTROEM)
C -0.23 1.25 0.52
C -1.51 1.18 1.29
C -1.67 -0.33 1.85
C -0.87 -1.13 0.89
C 1.02 -0.20 -0.90
C 0.28 -0.09 0.46
C 1.27 0.01 1.60
C 0.94 0.25 -3.29
N -1.03 -0.46 -2.18
N 0.09 -0.09 -2.17
H -1.56 1.93 2.12
H -2.12 1.52 0.41
H -1.34 -0.40 2.89
H -2.70 -0.51 2.06
H -0.52 -2.18 1.26
H -1.39 -1.27 -0.09
H 1.73 0.60 -1.02
H 1.56 -1.12 -0.95
H 1.99 0.80 1.49
H 1.89 -0.84 1.73
H 0.78 0.15 2.62
H 1.90 -0.18 -3.08
H 0.58 -0.18 -4.15
H 0.92 1.30 -3.37

As for the spin multiplicity: 1. The calculation puts the HOMO energy at -7.66 eV.

Atom charges from the natural (NBO) analysis, given in e for atoms 1 to 4: atom 1 (C): 0.204, atom 2 (C): -0.593, atom 3 (C): -0.443, atom 4 (C): -0.440

---

--- x ---
ORCA calculation (the ωB97M-V functional and the def2-TZVPD basis) on a 2-piece molecular cluster, C8H14N2 overall.

CARTESIAN COORDINATES (ANGSTROEM)
C 1.60 -0.72 1.06
C 0.49 0.07 1.84
C 0.75 1.56 1.79
C 0.91 2.18 0.48
N 0.95 2.72 -0.56
H 2.56 -0.64 1.56
H 1.72 -0.20 0.11
H 1.37 -1.72 0.68
H 0.40 -0.31 2.86
H -0.45 -0.17 1.35
H 1.71 1.96 2.12
H -0.03 2.23 2.17
C -2.04 0.31 -1.14
C -0.83 -0.38 -0.54
C -0.34 -1.58 -1.27
C -0.21 -1.32 -2.65
N -0.10 -1.07 -3.84
H -2.96 -0.28 -1.21
H -1.80 0.74 -2.11
H -2.29 1.22 -0.60
H -1.15 -0.65 0.47
H -0.01 0.34 -0.50
H -0.95 -2.47 -1.11
H 0.69 -1.80 -0.97

As for the spin multiplicity: 1. The calculation puts the HOMO energy at -10.91 eV. Its SMILES is CCCC#N.CCCC#N.

Atom charges from the natural (NBO) analysis, given in e for atoms 1 to 4: atom 1 (C): -0.622, atom 2 (C): -0.400, atom 3 (C): -0.520, atom 4 (C): 0.276

---

--- y ---
ORCA calculation (the ωB97M-V functional and the def2-TZVPD basis) on a 2-piece molecular cluster, C8H14N2 overall.

CARTESIAN COORDINATES (ANGSTROEM)
C 1.28 -1.15 -0.19
C 0.99 2.13 0.61
C 1.02 1.11 -0.22
C 1.98 1.26 -1.42
C -0.18 -0.41 2.14
C -2.16 0.26 -0.34
C -1.19 -1.92 -0.78
C 0.22 -0.13 -0.10
N 2.22 -1.84 -0.13
N -1.00 -0.49 -0.59
H 0.23 2.17 1.37
H 1.71 2.78 0.85
H 2.62 0.38 -1.41
H 1.42 1.17 -2.30
H 2.60 2.08 -1.53
H 0.25 -1.38 2.24
H 0.50 0.21 2.64
H -1.17 -0.34 2.29
H -2.38 0.22 0.69
H -2.20 1.32 -0.72
H -3.02 -0.33 -0.75
H -0.28 -2.49 -0.70
H -1.70 -2.44 0.08
H -1.77 -2.16 -1.72

As for the spin multiplicity: 1. The calculation puts the HOMO energy (spin up / spin down) at -7.73 / -7.72 eV.

Atom charges from the natural (NBO) analysis, given in e for atoms 1 to 4: atom 1 (C): 0.246, atom 2 (C): -0.337, atom 3 (C): -0.017, atom 4 (C): -0.638

---

--- z ---
ORCA calculation (the ωB97M-V functional and the def2-TZVPD basis) on C8H14N2 in the gas phase.

CARTESIAN COORDINATES (ANGSTROEM)
C 0.08 0.01 -0.28
C -1.09 -0.79 -0.37
C -1.30 -2.10 -0.37
C 1.37 -0.33 -0.20
C -0.44 1.42 -0.58
C 3.78 -0.15 0.21
C -3.42 -0.02 0.50
C 2.50 0.62 -0.10
N -1.71 1.42 0.07
N -2.40 0.28 -0.38
H -2.29 -2.30 -0.59
H -0.46 -2.82 -0.07
H 1.68 -1.34 0.03
H 0.16 2.19 -0.16
H -0.67 1.61 -1.71
H 4.68 0.46 0.09
H 3.78 -0.97 -0.57
H 3.55 -0.44 1.35
H -3.07 -0.15 1.59
H -4.25 0.68 0.41
H -3.84 -1.07 0.23
H 2.55 1.27 -0.97
H 2.26 1.25 0.73
H -1.42 1.26 1.13

As for the spin multiplicity: 1. The calculation puts the HOMO energy at -8.05 eV. Its SMILES is C=C1/C(=C/CC)CNN1C.

Atom charges from the natural (NBO) analysis, given in e for atoms 1 to 4: atom 1 (C): -0.043, atom 2 (C): 0.116, atom 3 (C): -0.439, atom 4 (C): -0.157

---

Which structure is most stable? x, by 34.3 kcal/mol over the runner-up.

---

--- w ---
ORCA calculation (the ωB97M-V functional and the def2-TZVPD basis) on a 3-piece molecular cluster, C4H14N2O2 overall.

CARTESIAN COORDINATES (ANGSTROEM)
C -2.06 0.04 -0.08
C -1.29 -1.06 -0.81
C -0.02 -1.55 -0.12
N 0.95 -0.69 0.52
C 1.53 0.40 -0.09
N 1.93 1.40 0.60
H -2.75 -0.40 0.64
H -1.37 0.72 0.41
H -2.70 0.64 -0.74
H -1.05 -0.76 -1.83
H -1.94 -1.92 -0.95
H -0.32 -2.30 0.60
H 0.53 -2.15 -0.85
H 0.79 -0.55 1.51
H 1.86 0.23 -1.11
H 2.50 2.04 0.07
H 1.35 1.30 2.81
H 0.42 0.80 3.82
O 1.09 0.46 3.21
H 0.49 1.57 -1.95
H -0.34 0.60 -2.82
O 0.42 1.19 -2.84

As for the spin multiplicity: 1. The calculation puts the HOMO energy at -9.04 eV. Its SMILES is [H]/N=C/NCCC.O.O.

Atom charges from the natural (NBO) analysis, given in e for atoms 1 to 4: atom 1 (C): -0.625, atom 2 (C): -0.405, atom 3 (C): -0.221, atom 4 (N): -0.621

---

--- x ---
ORCA calculation (the ωB97M-V functional and the def2-TZVPD basis) on a 2-piece molecular cluster, C4H14N2O2 overall.

CARTESIAN COORDINATES (ANGSTROEM)
N -0.35 -0.29 -2.41
C 0.06 0.93 -1.79
C 1.30 0.43 -0.87
N 0.93 -0.70 -0.07
C -0.05 -0.36 1.05
C -0.42 -1.68 1.87
O -1.75 -2.24 1.42
H -1.98 -2.95 2.09
H 0.37 -0.73 -3.08
H -1.11 0.08 -2.93
H 0.28 1.70 -2.47
H -0.72 1.27 -1.00
H 1.63 1.20 -0.19
H 2.09 0.25 -1.65
H 0.42 -1.33 -0.67
H -0.97 0.03 0.57
H 0.47 0.39 1.67
H 0.42 -2.47 1.94
H -0.63 -1.38 2.88
H -0.64 3.00 1.32
H 0.36 2.05 0.86
O 0.30 2.82 1.45

As for the spin multiplicity: 1. The calculation puts the HOMO energy at -8.72 eV. Its SMILES is NCCNCCO.O.

Atom charges from the natural (NBO) analysis, given in e for atoms 1 to 4: atom 1 (N): -0.856, atom 2 (C): -0.236, atom 3 (C): -0.220, atom 4 (N): -0.631

---

Which structure is most stable? w, by 39.3 kcal/mol over the runner-up.